# C55H52BrCl6N5O5SeSiTi

C55H52BrCl6N5O5SeSiTi as an isolated structure (the ωB97M-V functional and the def2-TZVPD basis, OMol25).

Values from the calculation:
⟨S²⟩   2.05
LUMO level (alpha / beta)   3.60 / 3.60 eV
HOMO energy (alpha / beta)   0.3 / -3.3 eV
ΔE to the lowest compared entry with this formula, charge and spin   45.0 kcal/mol
Max |F|   0.0239 hartree/bohr
E   -11652.9104 Eh
HOMO-LUMO gap (alpha / beta)   3.340 / 6.918 eV

```
! RIJCOSX wB97M-V def2-TZVPD def2/J DEFGRID3
* xyz -2 3
O -1.749 2.826 1.169
Ti -0.104 2.355 0.483
Si 0.684 0.140 2.960
H 3.222 -3.984 -4.425
H -0.660 -1.652 -5.626
C -1.800 2.338 -1.666
C -0.222 -3.960 3.462
N 2.027 1.935 -0.278
H -2.498 -3.662 1.343
O -0.805 1.715 -1.079
C 2.561 -4.047 -3.557
H -0.452 2.723 5.472
C 0.787 -4.584 2.742
C 1.736 -3.808 2.088
H 2.040 -1.720 -1.005
H -3.831 3.593 -2.814
C -1.805 -5.357 -1.416
C 2.839 -2.848 -2.654
H -3.879 -5.341 -1.968
Cl -0.218 6.749 -1.907
H 2.083 -5.534 -2.037
C 4.877 0.499 3.834
C 1.290 7.351 0.303
C -0.601 -4.667 -1.378
C 1.930 7.014 1.485
H -3.486 -0.518 -5.386
C 2.775 -5.395 -2.868
H -3.123 -0.545 -2.995
H -1.865 -6.343 -0.973
Cl -6.027 5.239 -2.068
H 2.888 -1.943 -3.258
C 2.983 2.465 -0.903
H 2.530 -4.283 1.522
C 0.667 -1.764 2.886
C -0.577 -3.405 -1.942
H 1.767 -3.456 -0.866
H 1.267 0.311 5.979
H -2.026 1.059 3.262
C -0.033 -1.354 -2.723
Cl 1.403 8.967 -0.321
C -2.894 -2.767 0.878
H 0.267 -5.095 -0.894
H -1.840 -1.706 -6.934
H 1.130 2.536 4.683
H -1.023 -1.763 0.875
C -3.788 -0.448 -0.256
H -5.743 -1.301 -0.359
C -1.737 0.652 4.234
C -1.126 0.273 -6.471
H -4.111 0.502 -0.679
C -0.280 -2.573 3.526
C -1.529 -1.140 -6.051
C 2.633 0.812 0.507
C -2.671 -1.158 -5.034
H -5.450 5.370 0.734
O 0.108 0.833 1.613
C -2.255 -0.670 -3.646
H -1.740 0.286 -3.712
C 0.059 2.324 4.587
H 4.912 1.799 -1.751
Se 0.952 0.124 -3.159
H -2.297 1.192 5.008
H -0.411 0.244 -7.298
C 2.980 1.418 1.901
C 0.469 5.084 0.074
N -2.461 -0.524 0.055
C 0.559 6.380 -0.404
H -1.852 2.289 -2.751
C 1.791 -2.622 -1.566
H -0.305 2.862 3.714
C -4.288 -2.695 0.515
C -2.076 -1.704 0.614
H -1.094 -2.119 4.075
H 3.813 -2.974 -2.163
C -2.764 3.130 -0.998
C 5.325 1.348 2.913
H 5.555 0.145 4.605
C -4.741 4.510 -1.116
H 0.044 -0.945 5.752
C -3.696 4.152 0.989
H -2.057 -0.392 4.258
C -2.946 -4.793 -1.988
H -0.971 -4.554 3.972
H 0.833 -5.666 2.690
C -0.222 0.818 4.472
C 1.049 4.766 1.329
H -0.370 0.548 6.616
Cl 2.601 5.231 3.462
C 0.204 0.136 5.777
H 1.536 -3.985 -3.934
C 4.287 1.734 -0.873
H -3.812 -3.068 -2.945
C 4.458 1.881 1.801
Cl 2.877 8.188 2.343
C -3.799 3.733 -1.740
C -2.916 -3.523 -2.544
C 2.566 0.483 3.014
H -2.000 0.846 -6.797
C -4.707 -1.448 -0.074
O -0.075 4.073 -0.549
H -3.064 -2.173 -4.948
H 4.171 -0.536 -0.546
Cl -3.623 4.447 2.706
H 2.443 -1.839 1.671
H 2.618 -6.222 -3.565
C -1.710 -2.849 -2.521
H 2.355 2.296 2.035
N -1.342 -1.592 -2.996
H 3.794 -5.471 -2.478
O 0.840 3.527 1.725
H 4.504 2.974 1.810
H -0.647 0.804 -5.647
C 3.956 0.453 -0.165
H 6.360 1.680 2.929
H 3.186 -0.640 4.682
C 1.676 -2.423 2.170
H 6.011 1.131 0.369
C 4.955 1.360 0.454
C -5.166 -3.769 0.697
Br 2.815 3.956 -2.020
C 3.471 0.044 3.886
C 1.805 5.710 1.995
C -2.714 3.349 0.420
N 0.439 -2.462 -2.080
C -4.715 4.742 0.252
H 1.925 -0.003 0.558
N -5.904 -4.670 0.830
*
```

Mulliken atomic charge list, values in e, 4 entries: 0.14, -0.83, -1.07, 0.49